Run 1
Computed, not measured: a cluster of 2 separate species, C4H12N2O in total, with ωB97M-V with the def2-TZVPD basis set.

Last column: natural (NBO) charge in e.
Positions of all 19 atoms, in Å:
C -0.1007 2.4847 0.3519  -0.448
N -0.2856 1.6161 1.5673  -0.533
C -1.3419 0.8430 1.5865  0.302
N -1.9413 0.1715 0.5277  -0.838
H 0.8176 3.0612 0.5485  0.203
H -0.9234 3.2004 0.2658  0.200
H 0.0125 1.9315 -0.5678  0.164
H -1.7856 0.5526 2.5647  0.156
H -1.2881 -0.0566 -0.2938  0.396
H -2.5238 -0.6419 0.7785  0.396
C 1.6647 -0.8269 -0.7437  -0.640
C 0.6071 -1.7865 -1.2732  -0.071
O -0.1839 -2.2989 -0.1698  -0.731
H 2.2205 -1.2723 0.0869  0.206
H 2.3342 -0.4950 -1.5488  0.216
H 1.2042 0.0924 -0.3604  0.216
H 1.1171 -2.6007 -1.8007  0.164
H -0.0754 -1.3071 -1.9815  0.175
H 0.4719 -2.6676 0.4619  0.466

net charge = 0
orbital gap = 9.190 eV
structure (SMILES) = C/N=C\N.CCO
LUMO level = 0.8 eV



Run 2
Computed, not measured: a structure of composition C4H12N2O, with ωB97M-V with the def2-TZVPD basis set.

Last column: natural (NBO) charge in e.
Positions of all 19 atoms, in Å:
C 0.4983 -0.0751 0.0560  0.144
C -0.7830 0.5517 0.5020  0.312
C 0.5421 -0.7183 -1.3185  -0.640
C 1.2464 -0.8283 1.1310  -0.619
N 0.8872 1.4368 0.0563  -0.941
N -1.6475 1.1043 -0.4856  -0.844
O -1.6590 -0.9643 0.7154  -0.975
H -1.7353 -1.6233 0.0173  0.446
H -0.8159 0.9383 1.5203  0.218
H 0.5693 2.3567 0.3307  0.415
H 1.4345 1.6482 -0.7707  0.366
H -2.0374 0.2407 -0.9239  0.393
H -2.4154 1.6049 -0.0541  0.374
H -0.0171 -0.1455 -2.0551  0.231
H 1.3223 -0.2386 2.0425  0.222
H 1.5793 -0.7625 -1.6555  0.222
H 0.1184 -1.7181 -1.2556  0.228
H 0.6656 -1.7212 1.3591  0.240
H 2.2472 -1.0865 0.7885  0.210

net charge = 0
orbital gap = 9.441 eV
LUMO level = 0.9 eV



Run 3
Computed, not measured: a cluster of 2 separate species, C4H12N2O in total, with ωB97M-V with the def2-TZVPD basis set.

Last column: natural (NBO) charge in e.
Positions of all 19 atoms, in Å:
C 1.5193 0.6269 -1.7847  -0.577
C 0.9282 -0.5051 -1.1282  0.233
N 1.2143 -1.8808 -1.2942  -0.844
C -0.0956 -0.4518 -0.0005  -0.483
C -1.2291 -1.3177 -0.3606  -0.220
N -1.0810 -2.8045 -0.2104  -0.857
H 2.5164 0.5320 -2.2544  0.201
H 1.1559 1.6285 -1.5222  0.208
H 0.9021 -2.5519 -0.6301  0.408
H 2.0349 -2.1008 -1.7573  0.379
H -0.6085 0.4948 0.2272  0.229
H 0.5487 -0.6135 0.9159  0.233
H -1.5197 -1.1303 -1.3357  0.187
H -2.1101 -1.1658 0.3601  0.184
H -0.9247 -3.0284 -1.2201  0.357
H -2.1127 -3.1882 -0.0202  0.361
O -0.4043 5.9634 4.4110  -0.931
H 0.2221 5.3173 3.9958  0.466
H -0.9561 6.1759 3.6086  0.465

net charge = 0
orbital gap = 8.715 eV
structure (SMILES) = C=C(N)CCN.O
LUMO level = 0.8 eV



Relative to the most stable one, in kJ/mol, the structures come out at run 1 0.0; run 2 184.3; run 3 72.7.